{"formula": "C2H5NSi", "method": "ωB97M-V/def2-TZVPD", "de_lowest_kj_mol": 427.8, "e_tot_ha": -423.25562, "e_homo_ev": -8.827, "elements": ["C", "C", "N", "Si", "H", "H", "H", "H", "H"], "xyz": [[0.365, 0.565, 0.455], [-0.613, 0.656, -0.757], [0.568, 1.466, 1.283], [-0.294, -1.103, -0.043], [-1.510, 1.219, -0.818], [-0.186, 0.595, -1.716], [1.201, 1.261, 2.113], [1.156, -2.400, -1.168], [-0.688, -2.259, 0.650]], "forces_ev_per_angstrom": [[-1.41, -0.84, -0.82], [0.13, -1.79, 1.46], [1.61, 1.24, 1.58], [3.81, -0.24, -2.65], [-0.75, 0.64, 0.56], [1.02, 0.01, -1.16], [-1.23, -0.31, -1.32], [-1.97, 1.99, 1.24], [-1.19, -0.71, 1.10]], "nbo_charge": [-0.08, -0.79, -0.59, 1.01, 0.25, 0.25, 0.35, -0.25, -0.15]}